Entry 1:
117
Properties=species:S:1:pos:R:3:forces:R:3 method="wB97M-V/def2-TZVPD" e_homo_ev="-9.992 / -9.962" e_above_lowest_kcal_mol=60.9 spin_multiplicity=2 fmax_ev_per_a=4.55 total_charge=+1 s_squared=0.769 lumo_energy_ev="-3.42 / -6.94"
Hf -0.9340 -1.5909 0.0726 1.01 0.03 1.30
C -3.5884 -3.1407 2.4649 -0.81 -0.07 -0.35
C -3.1456 -3.9129 1.2070 -0.67 0.86 -0.54
C -4.4285 -4.2282 0.3855 0.19 -0.95 -0.20
C -2.3532 -5.1137 1.6454 -0.74 -1.91 0.01
O -2.3015 -3.1338 0.2908 -0.22 -0.86 -0.16
Ge -2.1320 -3.6395 -1.6840 -2.76 0.41 0.15
O -0.4252 -3.3864 -1.4467 2.18 -0.85 0.61
C 0.5134 -4.5433 -1.8957 -1.25 0.22 -0.64
C 1.1522 -3.9073 -3.1187 0.66 -1.45 -0.87
C 1.3994 -4.9431 -0.7382 -0.33 0.42 0.59
C -0.3297 -5.7222 -2.3954 0.64 -0.96 -0.89
O -2.1813 -1.4052 -1.5000 0.20 0.18 -0.40
C -2.8768 -0.4488 -2.3186 -0.28 0.35 0.15
C -1.9372 0.7570 -2.5803 -0.87 0.69 -0.84
C -3.1500 -1.1043 -3.6267 -0.23 -0.70 -2.60
C -4.2242 -0.0952 -1.6858 -0.70 -0.24 0.24
H -4.3233 -3.8302 2.9246 0.12 0.61 -0.08
H -2.7732 -3.0936 3.1554 0.63 0.33 0.48
H -4.0061 -2.1078 2.3182 0.25 -1.47 -0.04
H -5.1444 -4.9124 0.8863 0.36 0.78 0.28
H -4.9152 -3.2788 0.0892 0.17 -0.59 0.15
H -4.1958 -4.8392 -0.5110 0.08 0.59 0.18
H -3.0494 -5.7050 2.3055 0.76 0.21 -0.68
H -2.0466 -5.7709 0.7743 -0.34 0.68 0.90
H -1.4763 -4.9040 2.2667 -0.12 0.33 -0.34
H 1.7345 -3.0891 -2.7811 0.78 0.79 0.06
H 1.7966 -4.6487 -3.7040 -0.73 0.96 0.92
H 0.3848 -3.5307 -3.8148 0.16 -0.23 0.34
H 1.8764 -4.0247 -0.3583 0.02 -0.55 0.07
H 0.8106 -5.4502 0.0681 0.33 0.64 -0.59
H 2.1493 -5.6732 -1.0516 0.03 0.25 -0.18
H -0.8910 -5.4095 -3.3016 -0.15 -0.37 0.74
H 0.3507 -6.5221 -2.7959 -0.18 0.87 0.35
H -0.9030 -6.3012 -1.6547 -0.25 0.68 -0.09
H -1.0616 0.2813 -3.0913 -0.36 0.93 0.50
H -2.4388 1.5601 -3.2892 1.00 -1.79 1.33
H -1.6982 1.2802 -1.6297 0.16 -0.43 -0.61
H -2.2497 -1.6313 -3.9841 -0.09 0.20 0.09
H -3.9569 -1.8712 -3.6338 0.37 0.55 0.36
H -3.3988 -0.3718 -4.4567 0.14 -0.66 1.13
H -4.1847 0.7454 -0.9889 0.02 0.49 -0.52
H -4.9382 0.0229 -2.5461 0.37 0.39 1.21
H -4.6231 -0.8741 -0.9989 0.39 -0.11 -0.86
N -5.4525 6.7382 -5.4056 -1.93 0.78 0.84
C -4.1838 6.4201 -5.6162 2.65 -0.20 -0.90
N -3.7125 5.3757 -4.9742 0.70 0.65 -0.16
C -4.7358 4.9389 -4.1712 -2.23 1.48 -1.13
C -4.9107 3.7866 -3.4066 -2.30 1.03 -0.14
C -6.2250 3.4910 -2.9302 1.79 1.12 -0.51
C -7.2514 4.4549 -3.0541 -0.30 -0.92 1.23
C -7.0627 5.6281 -3.8115 -1.30 -0.75 0.68
C -5.8583 5.8327 -4.4328 0.19 -1.47 0.63
H -5.9895 7.5519 -5.8047 1.03 -1.55 0.80
H -3.5721 7.0263 -6.2793 -0.11 -0.26 0.00
H -4.0572 3.2242 -3.1884 0.94 -1.24 0.17
H -6.3686 2.5257 -2.4571 -0.22 0.29 0.29
H -8.1502 4.2166 -2.3687 1.12 0.83 -1.78
H -7.9028 6.2944 -3.9471 -0.01 0.18 0.04
N 1.0033 -4.2384 5.8950 -0.65 1.27 -2.54
C 0.9446 -3.5990 4.9021 0.79 -2.16 3.93
N 1.1813 -2.7427 3.9557 0.18 0.70 -1.17
C 0.6332 -2.6272 2.8466 -0.97 0.65 -1.34
N 0.1478 -2.3682 1.7856 0.53 -0.28 0.95
I -5.0464 5.4969 3.7454 0.13 -0.24 -0.48
C -4.1307 3.8271 2.8581 0.17 -1.54 1.23
C -3.3967 3.8625 1.6942 1.26 -0.25 -0.14
C -2.5930 2.7567 1.2986 -0.86 -0.18 0.09
C -2.7847 1.5378 1.9537 0.61 0.91 0.41
C -3.4932 1.5077 3.1601 -0.50 -0.85 -0.33
C -4.1332 2.6213 3.6273 -0.46 1.39 -0.17
C -2.0928 0.3564 1.4128 -0.21 0.39 0.08
O -1.0530 0.5404 0.6722 0.00 -0.77 -0.23
O -2.5263 -0.8083 1.5864 0.92 0.56 -0.49
H -3.3274 4.8019 1.1932 0.12 0.38 -0.53
H -1.8338 2.7329 0.4933 -0.91 0.56 0.33
H -3.6060 0.5795 3.7148 0.22 0.06 -0.13
H -4.6552 2.6006 4.5845 0.14 -0.04 -0.31
C 7.5220 1.8261 3.3180 -0.53 -0.08 -0.73
N 6.2621 1.2582 2.8233 -0.93 -0.62 1.28
C 6.5061 0.4293 1.6556 0.38 1.40 -1.37
N 7.5056 -0.5849 1.8010 0.90 -0.91 0.66
C 8.7461 0.0046 2.3887 -0.81 0.79 0.26
N 8.4856 0.8019 3.6133 0.44 -1.20 0.42
C 8.0541 -0.1135 4.6963 0.98 -1.25 -0.27
P 6.5254 -1.1806 4.3736 0.34 1.36 -0.24
C 5.6304 0.4157 3.9068 -1.52 0.35 -0.89
C 6.9521 -1.6820 2.6152 0.14 0.97 0.58
H 7.3143 2.5486 4.1254 0.20 -0.65 0.03
H 7.9260 2.3917 2.4861 0.21 0.38 -0.19
H 6.9342 1.1426 0.8638 -0.84 -0.84 0.74
H 5.5419 -0.0529 1.3236 0.89 0.58 0.20
H 9.1836 0.6900 1.6522 -0.11 -0.19 0.00
H 9.4910 -0.7448 2.6505 -0.23 -0.27 -0.21
H 7.8038 0.4545 5.5605 -0.18 0.64 0.79
H 8.8977 -0.7812 5.0227 -0.51 0.68 -0.53
H 5.4431 1.0564 4.7882 0.43 -0.34 -0.20
H 4.5897 0.1928 3.5543 0.74 -0.07 0.15
H 6.0265 -1.9873 2.1534 -0.30 -0.42 -0.26
H 7.6287 -2.5163 2.6651 0.33 -0.41 -0.16
O 3.0036 -1.7975 -1.2337 -0.85 1.54 0.51
C 2.2451 -0.8840 -0.9169 -1.80 -1.91 0.02
O 0.9234 -1.0374 -0.6796 2.44 0.89 -0.42
C 2.7667 0.5350 -0.7992 -1.22 0.09 -0.08
C 4.1685 0.7229 -0.9464 1.37 2.04 0.42
C 4.7234 2.0101 -0.7187 0.35 -0.38 -0.70
C 3.8296 3.0810 -0.6277 0.38 0.08 0.86
O 4.0884 4.3826 -0.4326 -1.12 -0.18 -0.09
C 2.7968 5.0523 -0.2428 -0.84 0.70 0.04
O 1.7762 4.0701 -0.5837 1.76 -1.28 0.80
C 2.4283 2.8526 -0.6002 -1.17 1.62 -0.15
C 1.8633 1.5966 -0.5966 0.31 -0.28 -0.42
H 4.8583 -0.0962 -1.2094 -0.74 0.26 0.39
H 5.8105 2.2287 -0.6826 -0.93 -0.43 -0.17
H 2.6314 5.9481 -0.9001 0.69 -1.10 0.23
H 2.6452 5.4259 0.8238 0.51 -1.00 -1.13
H 0.7807 1.5049 -0.4956 0.37 -0.42 -0.02

---

Entry 2:
112
Properties=species:S:1:pos:R:3:forces:R:3 method="wB97M-V/def2-TZVPD" e_homo_ev="-14.783 / -14.751" spin_multiplicity=5 fmax_ev_per_a=0.71 total_charge=+3 s_squared=6.044 lumo_energy_ev="-7.28 / -10.33"
Ru -0.2582 -0.2989 -0.0647 -0.14 -0.69 0.07
C 0.5926 -3.4354 2.0427 0.06 0.11 0.01
C 1.4920 -2.3862 2.6327 -0.02 -0.11 0.08
C 2.6652 -2.7911 3.2599 0.01 0.02 -0.02
C 3.4424 -1.8888 3.9667 0.03 0.00 -0.02
C 3.0012 -0.5848 4.1059 -0.02 0.04 0.01
C 1.8192 -0.1524 3.5072 0.16 0.24 0.09
C 1.3037 1.2215 3.8368 -0.02 -0.02 -0.08
C 1.1139 -1.0410 2.6957 -0.54 -0.13 -0.07
N -0.0527 -0.5661 1.9685 0.44 -0.07 0.04
C -1.1709 -0.2793 2.7157 0.02 0.00 -0.14
O -1.3803 -0.5698 3.8732 0.07 -0.01 0.11
C -2.2245 0.4694 1.9237 0.12 -0.06 -0.04
C -3.3521 1.0767 2.4364 -0.13 0.00 0.02
C -4.2037 1.7367 1.5485 0.05 -0.04 -0.02
C -3.9179 1.7672 0.1839 -0.09 0.05 0.06
C -2.7712 1.1363 -0.2531 0.13 -0.05 -0.04
N -1.9788 0.5198 0.6180 0.09 0.15 0.05
C -2.2451 1.1196 -1.6726 0.05 -0.08 0.05
O -2.8453 1.6872 -2.5520 0.03 0.00 -0.08
N -1.0539 0.4218 -1.7833 0.38 0.15 -0.10
C -0.4138 0.4224 -3.0914 -0.28 0.12 0.37
C 0.7054 1.2349 -3.2928 0.10 0.22 0.03
C 1.1253 2.2639 -2.2758 -0.04 -0.12 -0.01
C 1.3724 1.1712 -4.5051 0.03 -0.04 -0.06
C 0.9271 0.3317 -5.5181 0.04 0.02 0.05
C -0.2242 -0.4038 -5.3294 -0.06 -0.01 0.04
C -0.9249 -0.3550 -4.1233 -0.08 -0.26 -0.15
C -2.2327 -1.0939 -4.0271 0.06 0.07 -0.01
H 1.0404 -4.4236 2.1485 0.00 0.01 0.00
H 0.3764 -3.2642 0.9896 0.09 0.06 -0.08
H -0.3569 -3.4405 2.5889 0.00 0.01 -0.02
H 2.9468 -3.8373 3.2277 0.00 0.01 -0.01
H 4.3512 -2.2130 4.4570 -0.01 0.00 0.00
H 3.5581 0.1090 4.7244 -0.01 -0.01 0.00
H 2.0873 1.8385 4.2737 0.01 -0.01 0.00
H 0.4874 1.1538 4.5589 0.03 -0.03 0.03
H 0.9081 1.7364 2.9613 0.04 -0.02 -0.04
H -3.5380 1.0264 3.5013 -0.02 0.04 -0.01
H -5.0882 2.2356 1.9225 0.00 -0.01 0.00
H -4.5440 2.2770 -0.5365 -0.02 -0.01 0.02
H 0.3519 3.0339 -2.1800 0.00 -0.01 0.01
H 2.0495 2.7521 -2.5825 0.01 0.01 -0.03
H 1.2880 1.8350 -1.2842 0.04 -0.06 -0.02
H 2.2362 1.8042 -4.6690 0.00 -0.02 0.00
H 1.4617 0.2769 -6.4566 -0.01 0.02 -0.01
H -0.6115 -1.0190 -6.1325 0.01 0.00 0.00
H -2.1476 -2.1055 -4.4273 0.02 0.00 0.02
H -2.9896 -0.5722 -4.6147 0.00 0.00 -0.01
H -2.6050 -1.1375 -3.0088 0.04 0.00 0.04
C -3.7793 -5.2901 1.3913 -0.03 0.04 0.00
N -4.4000 -3.8830 1.5335 0.07 0.02 -0.01
C -5.2642 -3.6189 0.2844 0.06 0.03 0.00
N -4.4988 -3.7834 -0.8983 0.04 0.02 0.00
C -3.9272 -5.1279 -0.9657 0.01 0.05 0.03
N -3.0546 -5.3936 0.1780 0.01 -0.01 -0.04
C -1.8293 -4.5947 0.1660 -0.11 0.03 0.05
P -2.1746 -2.7644 0.2476 -0.09 0.04 -0.38
C -3.3379 -2.8330 1.6989 0.05 -0.04 0.09
C -3.4781 -2.7468 -1.0798 -0.06 -0.15 0.15
H -4.6171 -5.9864 1.4057 -0.01 -0.01 0.00
H -3.1481 -5.4483 2.2646 0.02 0.00 0.00
H -5.0015 -3.8750 2.3595 -0.01 -0.01 -0.01
H -5.6513 -2.6048 0.3774 -0.01 0.00 0.00
H -6.0833 -4.3358 0.3275 0.00 -0.02 -0.01
H -3.3586 -5.2302 -1.8875 0.01 -0.01 -0.01
H -4.7350 -5.8598 -0.9732 -0.01 -0.01 0.01
H -1.2670 -4.8034 -0.7454 -0.01 -0.02 -0.03
H -1.2035 -4.8837 1.0094 -0.01 -0.04 -0.02
H -3.8303 -1.8696 1.8396 -0.03 0.00 -0.02
H -2.7804 -3.0551 2.6112 -0.02 0.02 0.01
H -2.9798 -2.9127 -2.0346 -0.04 0.01 -0.01
H -3.9548 -1.7652 -1.1273 -0.01 0.02 -0.01
C 4.2264 1.3170 -0.5716 -0.01 0.01 0.00
C 3.3707 0.6347 0.4826 0.07 -0.09 0.03
N 3.6252 -0.8005 0.5214 -0.01 0.05 -0.11
C 2.9798 -1.7482 -0.1443 -0.06 -0.09 0.15
S 1.5059 -1.5050 -1.0555 -0.29 0.31 -0.05
N 3.4986 -2.9668 -0.1599 0.07 -0.10 -0.09
C 2.9902 -4.1484 -0.8817 0.06 0.10 0.04
C 3.4283 -4.1809 -2.3360 0.01 0.02 0.01
H 4.0787 2.3985 -0.5478 -0.01 0.01 -0.03
H 3.9734 0.9603 -1.5706 -0.01 0.01 -0.01
H 5.2858 1.1284 -0.3934 -0.01 0.02 -0.01
H 2.3099 0.7806 0.2988 -0.04 0.03 0.03
H 3.5835 1.0135 1.4822 -0.02 0.02 0.02
H 4.4990 -1.0691 0.9548 -0.06 -0.02 0.11
H 4.4042 -3.0827 0.2757 -0.02 -0.01 0.00
H 1.9062 -4.1535 -0.7907 -0.02 -0.02 0.01
H 3.3752 -5.0121 -0.3421 -0.02 -0.02 0.02
H 3.0209 -3.3349 -2.8897 0.00 0.00 0.00
H 3.0765 -5.1000 -2.8038 0.00 0.01 0.00
H 4.5151 -4.1611 -2.4183 -0.01 0.00 0.01
C -1.2341 6.1595 0.3265 0.10 -0.08 0.00
N 0.2048 5.8818 0.3236 -0.09 0.09 0.00
C 0.8129 4.6961 0.5554 -0.19 -0.06 -0.01
Se 0.0246 3.0693 0.9134 0.01 0.45 -0.10
N 2.1457 4.9047 0.4682 0.15 0.00 0.09
C 2.4094 6.2221 0.1980 0.11 -0.09 -0.03
C 3.6051 6.9248 0.0249 -0.04 -0.02 0.01
C 3.4783 8.2618 -0.2486 -0.06 0.08 -0.01
C 2.2103 8.8972 -0.3526 0.09 -0.02 0.00
C 1.0362 8.2104 -0.1873 0.00 -0.03 0.01
C 1.1594 6.8454 0.0962 -0.15 0.01 0.01
H -1.7759 5.2248 0.4289 0.02 0.00 0.00
H -1.5014 6.6385 -0.6123 -0.01 0.00 -0.01
H -1.4667 6.8175 1.1611 -0.01 0.01 0.00
H 2.8270 4.1844 0.6526 -0.01 -0.02 -0.05
H 4.5717 6.4472 0.1012 -0.01 -0.01 0.01
H 4.3699 8.8565 -0.3927 -0.02 0.02 0.00
H 2.1763 9.9564 -0.5677 0.02 0.00 -0.01
H 0.0751 8.6977 -0.2703 0.00 0.00 0.01